# 1
CH2FPS2 | ωB97M-V with the def2-TZVPD basis set

The geometry in XYZ format:
```
7
Properties=species:S:1:pos:R:3:forces:R:3
C -1.284802 0.069405 -0.866256 -2.1 -2.7 1.9
F -1.012009 1.304753 -0.780571 0.0 1.5 -0.1
P 1.222464 0.346099 0.618923 1.1 1.7 -1.6
S -3.224485 -0.613976 0.397999 2.2 0.9 -1.7
S 0.051917 -1.012769 -0.541920 -0.2 0.5 -0.4
H 2.525756 0.563442 -0.185966 -1.8 -0.6 0.8
H 1.721161 -0.656952 1.357789 0.8 -1.3 0.9
```
Forces are in eV/Å.

Gap between HOMO and LUMO (alpha / beta)   7.37 / 6.59 eV
Highest occupied orbital energy (alpha / beta)   -9.1888 / -8.5558 eV
Largest force on an atom   0.0766 Eh/bohr

Mulliken analysis output, partial charges in e: 0.1664 -0.0994 -0.0793 -0.1439 -0.0283 0.1033 0.0811


# 2
C7H10N2O2S | ωB97M-V with the def2-TZVPD basis set

The geometry in XYZ format:
```
22
Properties=species:S:1:pos:R:3:forces:R:3
C -0.341818 -2.104183 0.030178 -0.7 -2.5 0.0
C 0.969395 -1.915747 -0.131782 1.4 0.2 0.6
C -1.568066 -1.237493 -0.127343 -1.7 0.5 1.3
C -1.025013 2.466877 0.064155 -0.7 0.4 -1.5
C 1.608576 -0.533375 -0.234040 -2.0 -0.2 -1.2
C -1.203627 0.226495 -0.309149 2.8 -1.8 1.1
C 0.730831 0.442990 0.534096 -2.1 0.8 -5.3
N 2.913874 -0.395446 0.275081 4.5 -1.5 1.6
N -1.768606 1.295632 0.342888 -0.3 -0.8 -0.5
O 3.632879 -1.387623 0.519996 -2.7 2.2 -0.9
O 1.335916 2.340901 -1.161117 0.6 0.2 -1.3
S 0.864342 2.194361 0.218976 -0.4 -0.5 0.6
H -0.719150 -3.156204 0.182606 0.9 0.9 -0.1
H 1.810572 -2.683740 0.021370 -1.9 0.7 -0.4
H -2.168676 -1.752925 -0.996737 0.9 1.5 1.5
H -2.289925 -1.250857 0.824539 1.6 -0.6 -1.8
H -1.260286 2.775418 -1.045715 1.0 -0.3 2.2
H -1.309566 3.194994 0.795869 -0.1 0.9 0.0
H 1.775283 -0.172290 -1.309404 -0.5 -0.3 1.2
H -0.939461 0.402400 -1.292724 0.5 0.8 -2.1
H 0.621701 0.236926 1.510941 -0.4 -0.9 3.5
H -1.669166 1.012888 1.287324 -0.7 0.4 1.5
```
Forces are in eV/Å.

Gap between HOMO and LUMO   8.52 eV
Highest occupied orbital energy   -8.6735 eV
Largest force on an atom   0.1115 Eh/bohr

Mulliken analysis output, partial charges in e: -0.2581 -0.5491 -0.5619 -0.5087 0.5027 -0.4667 -1.0232 0.0280 -0.3930 -0.3964 -0.6209 0.3631 0.3112 0.3305 0.3089 0.2361 0.2962 0.4213 0.2710 0.4563 0.8817 0.3711


# 3
C7H6N2O3 | ωB97M-V with the def2-TZVPD basis set

The geometry in XYZ format:
```
18
Properties=species:S:1:pos:R:3:forces:R:3
C 1.994176 -2.154837 0.616968 0.2 -0.8 -0.3
C 2.165860 -1.149465 1.246199 -0.2 -1.1 -0.9
C 0.417930 1.077611 -1.060759 -0.1 3.7 1.0
C -0.595866 1.673227 -0.362898 -1.2 1.6 0.0
C -0.389744 3.184432 0.034291 -2.0 -2.3 1.5
C 0.377502 -0.204459 -1.472917 -4.3 -0.4 1.6
C -2.004034 1.172771 -0.343828 1.3 -1.0 -2.6
N 1.981659 -1.353736 -2.798270 -2.3 1.9 1.0
N 1.182865 -0.736332 -2.245214 5.6 -4.2 -3.5
O 0.682405 3.642144 -0.026511 2.7 1.6 -0.7
O -1.411342 3.842326 0.646204 0.1 -1.5 -0.9
O -2.946134 1.699855 0.174024 -0.7 0.8 1.2
H 1.922505 -3.095672 0.064282 0.0 0.9 0.6
H 2.317532 -0.233914 1.711023 0.1 0.9 0.7
H 1.253230 1.725602 -1.336595 0.0 -0.2 0.3
H -0.562315 -0.696874 -1.243937 0.4 -0.8 -0.3
H -2.265739 0.384828 -1.142075 0.6 0.3 1.1
H -2.141936 3.170453 0.663950 -0.1 0.7 0.2
```
Forces are in eV/Å.

Gap between HOMO and LUMO   8.01 eV
Highest occupied orbital energy   -9.0260 eV
Largest force on an atom   0.1519 Eh/bohr

Mulliken analysis output, partial charges in e: -0.4849 -0.2903 0.1913 0.0084 0.3072 -0.4264 0.0591 -0.7698 0.7559 -0.5086 -0.5394 -0.5351 0.3657 0.4336 0.4500 0.3263 0.2264 0.4305


# 4
C4H8O3 | ωB97M-V with the def2-TZVPD basis set

The geometry in XYZ format:
```
15
Properties=species:S:1:pos:R:3:forces:R:3
C -2.079704 1.273168 -0.567166 0.0 0.0 0.0
C -0.670383 0.768503 -0.530398 -0.2 0.2 -0.3
O -0.300357 0.045038 0.647448 0.1 -0.1 0.0
C -0.367631 -0.654601 -0.613652 -0.1 -0.2 -0.2
O 1.750591 -2.059405 0.513629 0.4 0.3 0.4
C 2.489346 -1.251329 1.031423 0.0 -0.5 -0.1
O 2.193026 -0.001897 1.358061 -0.1 -0.2 0.0
H -2.743635 0.510569 -0.145330 0.1 0.2 -0.1
H -2.364652 1.477473 -1.606566 0.0 0.0 0.2
H -2.181018 2.190953 0.019315 0.0 -0.1 -0.1
H 0.114080 1.449123 -0.869304 -0.2 -0.1 0.0
H 1.221277 0.141740 1.159316 0.1 -0.1 0.0
H 0.570263 -0.991208 -1.041126 -0.1 0.1 0.2
H -1.157821 -1.399801 -0.642923 0.0 0.2 -0.1
H 3.526619 -1.498324 1.287279 0.1 0.1 0.0
```
Forces are in eV/Å.

SMILES   C[C@@H]1CO1.O=CO
Gap between HOMO and LUMO   11.33 eV
Highest occupied orbital energy   -10.3371 eV
Largest force on an atom   0.0134 Eh/bohr

Mulliken analysis output, partial charges in e: -1.2923 0.5393 -0.5588 -0.5380 -0.5126 0.1751 -0.4853 0.3175 0.3248 0.3022 0.3614 0.4937 0.2307 0.2717 0.3706